No. 1
Molecular formula: C17H50BN10O11Pd
Method: DFT, the ωB97M-V functional and the def2-TZVPD basis

As for the total charge: -1. The frontier orbital gap (alpha / beta) comes out at 7.60 / 7.40 eV. The spin multiplicity is 3. The value obtained for the molar mass is 687.9 Da. Its energy relative to the best compared isomer or geometry (same formula, charge and spin) is 0.0000 eV.

Last column: Löwdin spin population.
Positions of all 90 atoms, in Å:
Pd: 0.612 2.516 -2.080  0.86
B: 0.541 1.514 -0.035  0.01
H: -0.381 1.760 -0.539  0.01
H: 1.212 2.357 0.029  0.00
H: 0.305 1.130 0.945  0.00
H: 1.066 0.807 -0.658  0.00
C: 2.889 3.195 -3.216  0.02
O: 2.827 4.287 -3.830  0.54
O: 2.237 2.220 -3.614  0.10
O: 2.591 3.544 -2.117  0.42
C: 0.977 -3.229 4.389  0.00
O: 0.599 -1.887 4.105  0.00
C: -0.841 -1.834 4.065  0.00
C: -1.116 -0.406 4.400  0.00
N: -1.353 0.443 3.337  0.00
C: -1.924 1.637 3.935  0.00
C: -2.494 2.677 3.008  0.00
O: -3.995 2.579 2.873  0.00
C: -4.510 3.681 2.175  0.00
H: 0.886 -3.786 3.456  0.00
H: 0.401 -3.655 5.211  0.00
H: 2.050 -3.206 4.581  0.00
H: -1.349 -2.393 4.851  0.00
H: -1.151 -2.065 3.047  0.00
H: -0.561 0.043 5.224  0.00
H: -2.137 -0.552 4.750  0.00
H: -0.502 0.491 2.795  0.00
H: -1.092 2.177 4.386  0.00
H: -2.646 1.556 4.747  0.00
H: -1.842 2.741 2.137  0.00
H: -2.240 3.600 3.529  0.00
H: -4.275 4.631 2.655  0.00
H: -5.580 3.572 1.993  0.00
H: -4.041 3.672 1.191  0.00
C: 4.691 0.406 -2.033  0.00
O: 4.089 -0.391 -3.022  0.00
C: 3.615 -1.733 -2.615  0.00
C: 3.265 -2.694 -3.724  0.00
N: 2.145 -2.229 -4.526  0.00
C: 0.884 -1.905 -3.707  0.00
C: 0.118 -3.134 -3.210  0.00
O: -0.934 -2.724 -2.411  0.00
C: -1.874 -3.776 -2.143  0.00
H: 3.924 0.776 -1.353  0.00
H: 5.045 1.299 -2.548  0.00
H: 5.603 -0.080 -1.684  0.00
H: 2.885 -1.400 -1.877  0.00
H: 4.381 -2.159 -1.967  0.00
H: 2.974 -3.601 -3.193  0.00
H: 4.162 -2.787 -4.336  0.00
H: 1.982 -2.842 -5.312  0.00
H: 0.041 -1.346 -4.113  0.00
H: 1.123 -1.349 -2.801  0.00
H: 0.889 -3.859 -2.952  0.00
H: -0.364 -3.471 -4.128  0.00
H: -2.525 -3.980 -2.993  0.00
H: -2.547 -3.487 -1.336  0.00
H: -1.504 -4.756 -1.840  0.00
C: -1.510 0.563 -3.624  0.01
O: -0.449 0.964 -3.203  0.02
N: -2.072 -0.640 -3.439  0.00
N: -2.318 1.345 -4.300  0.00
H: -2.961 -0.870 -3.859  0.00
H: -1.605 -1.382 -2.937  0.00
H: -3.024 0.797 -4.769  0.00
H: -1.852 2.159 -4.675  0.00
C: -3.392 -1.460 1.104  0.00
O: -4.078 -2.295 0.599  0.00
N: -3.601 -0.814 2.142  0.00
N: -2.455 -0.851 0.483  0.00
H: -4.470 -0.939 2.641  0.00
H: -2.841 -0.257 2.505  0.00
H: -2.380 -1.107 -0.491  0.00
H: -1.943 -0.101 0.925  0.00
C: 1.574 -1.991 0.574  0.00
O: 2.052 -3.106 0.457  0.00
N: 2.262 -0.889 0.777  0.00
N: 0.402 -1.672 0.084  0.00
H: 1.781 -0.003 0.848  0.00
H: 3.247 -0.940 0.994  0.00
H: -0.146 -2.301 -0.484  0.00
H: 0.099 -0.709 0.131  0.00
C: 1.417 4.717 2.263  0.00
O: 1.351 5.637 2.985  0.00
N: 0.773 3.599 2.301  0.00
N: 2.220 4.605 1.221  0.00
H: 0.381 3.299 3.182  0.00
H: 0.975 3.018 1.500  0.00
H: 2.885 5.365 1.249  0.00
H: 2.443 3.667 0.919  0.00


No. 2
Molecular formula: C17H50N10O12
Method: DFT, the ωB97M-V functional and the def2-TZVPD basis

As for the total charge: 0. The frontier orbital gap comes out at 8.29 eV. The value obtained for the molar mass is 586.6 Da. Its SMILES is COCCNCCOC.COCCNCCOC.NC(N)=O.NC(N)=O.NC(N)=O.NC(N)=O.O=C(O)O.O.

Last column: Mulliken charge in e.
Positions of all 89 atoms, in Å:
C: -2.872 1.749 4.645  -0.80
O: -1.887 0.906 4.084  -0.30
C: -2.414 -0.080 3.209  -0.46
C: -1.385 -0.528 2.207  0.05
N: -0.180 -1.096 2.934  -0.34
C: 1.051 -1.183 2.112  0.28
C: 1.599 0.218 1.815  0.23
O: 2.017 0.813 3.024  -0.46
C: 2.648 2.026 3.006  -0.74
H: -2.415 2.139 5.614  0.21
H: -3.805 1.238 4.799  0.34
H: -3.088 2.572 3.919  0.28
H: -3.320 0.245 2.630  0.35
H: -2.720 -0.955 3.920  0.22
H: -0.973 0.387 1.750  0.00
H: -1.571 -1.161 1.381  0.20
H: -0.013 -0.683 3.871  0.37
H: 0.798 -1.492 1.078  -0.87
H: 1.762 -1.797 2.651  0.19
H: 0.860 0.831 1.369  0.29
H: 2.448 0.222 1.009  0.21
H: 3.037 2.220 3.982  0.32
H: 2.024 2.878 2.698  0.27
H: 3.585 1.991 2.343  0.21
C: 8.244 -0.590 2.147  -0.88
O: 7.274 -1.450 1.687  -0.35
C: 5.906 -0.996 1.969  -0.88
C: 4.964 -2.147 1.875  -0.05
N: 4.958 -2.680 0.540  0.07
C: 4.093 -3.786 0.274  -1.35
C: 2.630 -3.421 0.017  0.70
O: 2.398 -3.073 -1.326  -0.64
C: 2.979 -1.829 -1.707  -0.09
H: 8.194 -0.515 3.174  0.38
H: 8.137 0.436 1.799  0.32
H: 9.234 -0.876 1.844  0.26
H: 5.709 -0.269 1.162  0.29
H: 5.743 -0.450 2.886  0.54
H: 3.959 -1.898 2.219  -0.10
H: 5.289 -2.969 2.581  0.27
H: 5.868 -2.791 0.132  0.28
H: 4.008 -4.575 1.123  0.32
H: 4.454 -4.242 -0.592  0.51
H: 2.424 -2.600 0.705  -0.51
H: 2.112 -4.363 0.224  0.35
H: 2.433 -1.086 -1.071  -0.52
H: 2.673 -1.615 -2.714  0.39
H: 4.036 -1.818 -1.648  0.43
N: -4.400 -0.362 -4.302  -0.31
C: -5.429 0.485 -3.826  0.48
N: -4.856 1.714 -3.569  -0.25
O: -6.561 0.100 -3.519  -0.65
H: -4.734 -1.287 -4.511  0.22
H: -3.681 -0.103 -4.895  0.20
H: -5.424 2.480 -3.483  0.23
H: -4.024 2.066 -4.131  0.14
N: 1.767 1.686 -2.052  -0.35
C: 0.757 2.506 -1.584  0.46
N: -0.360 1.926 -1.143  -0.02
O: 0.811 3.698 -1.771  -0.78
H: 1.807 0.730 -1.843  0.22
H: 2.611 2.214 -1.995  0.25
H: -0.501 0.946 -1.289  -0.05
H: -1.211 2.497 -1.066  0.15
N: -7.109 0.618 -0.473  -0.44
C: -6.298 0.117 0.430  0.68
N: -6.791 -0.915 1.143  -0.41
O: -5.212 0.630 0.612  -0.78
H: -7.832 0.119 -0.890  0.25
H: -6.654 1.124 -1.201  0.19
H: -7.507 -1.429 0.706  0.21
H: -6.245 -1.519 1.729  0.24
N: -2.178 4.583 -3.853  -0.37
C: -1.567 3.464 -4.268  0.63
N: -0.169 3.388 -4.350  -0.41
O: -2.226 2.581 -4.798  -0.76
H: -3.136 4.706 -4.095  0.20
H: -1.567 5.353 -3.568  0.22
H: 0.533 3.622 -3.627  0.26
H: 0.178 2.727 -5.028  0.20
O: -0.285 -1.295 -0.675  -0.03
C: -0.825 -2.246 -1.203  0.49
O: -0.313 -3.362 -1.623  -0.55
O: -2.148 -2.323 -1.320  -0.53
H: 0.681 -3.245 -1.699  0.58
H: -2.504 -1.445 -1.059  0.38
O: -3.011 0.411 -1.056  -0.62
H: -3.481 0.841 -1.782  0.23
H: -3.810 0.340 -0.425  0.40


No. 3
Molecular formula: C17H50N2O9
Method: DFT, the ωB97M-V functional and the def2-TZVPD basis

As for the total charge: 0. The frontier orbital gap comes out at 9.62 eV. The value obtained for the molar mass is 426.6 Da. Its energy relative to the best compared isomer or geometry (same formula, charge and spin) is 1.8387 eV. Its SMILES is COCCNCCOC.COCCNCCOC.CO.CO.CO.CO.CO.

Last column: Mulliken charge in e.
Positions of all 78 atoms, in Å:
C: 6.664 -0.824 2.542  -0.69
O: 5.672 -0.270 3.377  -0.36
C: 5.275 0.993 2.936  -0.85
C: 3.805 1.255 3.336  -0.66
N: 2.922 0.359 2.675  -0.17
C: 1.511 0.467 3.195  -0.70
C: 0.398 -0.195 2.367  0.33
O: 0.357 -1.670 2.219  -0.49
C: -0.099 -2.094 0.968  -0.52
H: 7.493 -0.065 2.337  0.28
H: 6.302 -1.077 1.525  0.27
H: 7.168 -1.675 3.045  0.27
H: 5.264 1.139 1.850  0.39
H: 5.946 1.772 3.306  0.44
H: 3.559 2.295 3.207  0.40
H: 3.744 1.104 4.438  0.48
H: 3.231 -0.574 2.890  0.22
H: 1.276 1.599 3.063  0.16
H: 1.448 0.300 4.295  0.44
H: 0.510 0.139 1.319  -0.65
H: -0.539 0.059 2.812  0.48
H: -0.272 -3.181 1.071  0.22
H: 0.685 -1.866 0.243  0.21
H: -1.046 -1.563 0.705  0.30
C: -5.022 -0.240 -3.957  -1.03
O: -3.920 -0.764 -3.393  -0.15
C: -2.740 -0.616 -4.217  -1.05
C: -1.619 -1.325 -3.438  -0.23
N: -1.789 -2.763 -3.338  -0.46
C: -0.787 -3.334 -2.419  0.31
C: -1.214 -4.786 -2.225  -0.75
O: -2.388 -4.886 -1.418  -0.31
C: -3.121 -6.093 -1.702  -0.72
H: -4.965 0.784 -4.113  0.40
H: -5.888 -0.475 -3.382  0.26
H: -5.059 -0.611 -4.991  0.37
H: -2.615 0.421 -4.430  0.53
H: -2.736 -1.010 -5.259  0.49
H: -1.524 -0.852 -2.433  0.08
H: -0.677 -1.021 -3.920  0.36
H: -2.683 -2.829 -2.918  0.28
H: -0.676 -2.752 -1.493  -0.35
H: 0.187 -3.265 -2.970  0.33
H: -0.388 -5.356 -1.826  0.41
H: -1.409 -5.122 -3.240  0.49
H: -3.989 -5.870 -2.337  0.25
H: -3.534 -6.464 -0.742  0.21
H: -2.512 -6.714 -2.367  0.38
C: 2.156 0.391 -1.295  -0.47
O: 2.432 1.391 -0.265  -0.44
H: 1.827 0.959 -2.194  0.27
H: 3.060 -0.207 -1.534  0.31
H: 1.389 -0.298 -0.905  -0.03
H: 2.708 0.965 0.587  0.19
C: -0.350 4.746 3.119  -0.71
O: 0.130 3.707 2.238  -0.38
H: -1.379 4.950 2.833  0.25
H: -0.391 4.445 4.181  0.26
H: 0.305 5.620 3.076  0.30
H: 1.003 3.914 1.917  0.42
C: -5.570 0.514 0.155  -0.53
O: -5.165 1.869 -0.032  -0.48
H: -6.696 0.527 0.246  0.31
H: -5.362 -0.199 -0.738  0.13
H: -5.163 0.070 1.064  0.27
H: -5.693 2.207 -0.798  0.29
C: -1.419 1.986 -0.184  -0.46
O: -2.073 1.619 -1.370  -0.51
H: -1.050 2.978 -0.131  0.38
H: -2.109 1.954 0.667  0.36
H: -0.575 1.333 0.079  0.16
H: -2.976 1.296 -1.217  0.21
C: 3.761 3.976 0.553  -0.69
O: 2.546 3.547 1.152  -0.42
H: 4.579 3.632 1.199  0.18
H: 3.952 3.520 -0.473  0.23
H: 3.775 5.070 0.418  0.32
H: 2.148 3.037 0.458  0.38


No. 4
Molecular formula: C17H52AgN11O8
Method: DFT, the ωB97M-V functional and the def2-TZVPD basis

As for the total charge: 0. The frontier orbital gap comes out at 2.84 eV. The value obtained for the molar mass is 646.5 Da. Its energy relative to the best compared isomer or geometry (same formula, charge and spin) is 10.7648 eV.

Last column: Mulliken charge in e.
Positions of all 89 atoms, in Å:
Ag: 6.996 9.116 -12.128  0.54
C: 11.312 12.931 -10.654  -0.44
O: 10.393 12.990 -11.729  -0.65
H: 11.661 11.901 -10.582  0.18
H: 12.186 13.579 -10.707  0.18
H: 10.804 13.205 -9.729  0.19
C: 2.998 10.834 -17.100  -1.51
C: 4.186 11.692 -16.717  0.48
C: 4.423 12.972 -17.605  -0.73
O: 4.578 12.441 -18.926  -0.27
C: 5.772 12.541 -19.563  -0.73
N: 4.062 11.966 -15.315  -0.75
H: 2.070 11.403 -17.159  0.35
H: 2.721 10.088 -16.356  0.42
H: 3.085 10.319 -18.057  0.34
H: 5.005 10.981 -16.825  0.22
H: 5.204 13.649 -17.259  0.41
H: 3.455 13.474 -17.574  0.33
H: 6.578 11.987 -19.080  0.31
H: 6.053 13.556 -19.844  0.28
H: 5.431 12.011 -20.453  0.25
H: 3.204 12.500 -15.317  0.31
H: 4.743 12.694 -15.156  0.29
C: 3.349 10.836 -6.490  -1.45
C: 4.565 10.305 -5.704  0.73
C: 4.192 9.084 -4.714  -0.67
O: 3.307 9.606 -3.724  -0.32
C: 4.034 10.312 -2.725  -0.80
N: 5.692 10.049 -6.626  -0.79
H: 3.597 11.793 -6.949  0.35
H: 2.478 11.032 -5.865  0.33
H: 2.933 10.249 -7.309  0.36
H: 4.837 11.199 -5.142  0.09
H: 4.972 8.462 -4.276  0.36
H: 3.745 8.361 -5.396  0.37
H: 4.527 11.273 -2.867  0.28
H: 4.867 9.672 -2.431  0.34
H: 3.406 10.205 -1.840  0.31
H: 6.548 9.743 -6.186  0.24
H: 6.022 10.923 -7.011  0.28
C: 7.400 19.577 -9.059  -1.57
C: 6.194 18.709 -9.080  0.49
C: 4.923 19.403 -8.536  -0.63
O: 5.085 19.754 -7.126  -0.31
C: 3.977 20.466 -6.638  -0.71
N: 6.023 18.080 -10.386  -0.74
H: 7.211 20.508 -9.593  0.36
H: 8.295 19.229 -9.575  0.39
H: 7.526 19.852 -8.012  0.39
H: 6.409 17.954 -8.323  0.27
H: 4.085 18.706 -8.561  0.32
H: 4.883 20.299 -9.156  0.30
H: 4.213 21.060 -5.756  0.26
H: 3.180 19.747 -6.447  0.25
H: 3.824 21.268 -7.360  0.32
H: 6.431 18.734 -11.039  0.29
H: 6.701 17.333 -10.419  0.32
C: 12.271 16.107 -17.082  0.67
O: 13.013 16.713 -17.825  -0.66
N: 11.795 14.890 -17.198  -0.40
N: 11.838 16.583 -15.990  -0.38
H: 12.169 14.361 -17.973  0.21
H: 11.174 14.445 -16.538  0.18
H: 12.062 17.542 -15.764  0.21
H: 11.407 15.986 -15.299  0.16
C: 11.790 10.112 -4.244  0.65
O: 11.587 11.225 -3.917  -0.62
N: 11.124 9.033 -3.972  -0.37
N: 12.722 9.888 -5.097  -0.38
H: 10.457 9.049 -3.214  0.23
H: 11.532 8.199 -4.371  0.15
H: 13.144 10.654 -5.602  0.22
H: 12.942 8.935 -5.346  0.12
C: 17.789 13.557 -13.888  0.68
O: 18.920 13.342 -14.261  -0.66
N: 17.426 14.580 -13.204  -0.38
N: 16.765 12.763 -14.036  -0.39
H: 18.137 15.165 -12.790  0.21
H: 16.487 14.838 -12.935  0.15
H: 17.007 11.827 -14.326  0.22
H: 15.882 13.063 -13.649  0.17
C: 15.995 5.972 -10.183  0.69
O: 16.411 6.644 -11.108  -0.66
N: 14.780 5.837 -9.836  -0.38
N: 16.766 5.182 -9.479  -0.42
H: 14.111 6.313 -10.423  0.23
H: 14.634 5.352 -8.962  0.17
H: 16.382 4.625 -8.729  0.16
H: 17.738 5.339 -9.702  0.23


No. 5
Molecular formula: C17H52FInO9S8
Method: DFT, the ωB97M-V functional and the def2-TZVPD basis

As for the total charge: +2. The frontier orbital gap comes out at 1.71 eV. The value obtained for the molar mass is 790.9 Da.

Last column: Mulliken charge in e.
Positions of all 88 atoms, in Å:
In: 0.839 -0.314 -0.185  0.96
F: 4.473 -1.246 1.456  -0.43
C: 1.401 -6.029 -1.099  -0.52
O: 1.745 -4.695 -0.789  -0.42
H: 0.321 -5.980 -1.243  0.16
H: 1.901 -6.339 -2.017  0.20
H: 1.739 -6.678 -0.292  0.28
H: 2.619 -4.840 -0.420  0.29
C: 3.968 2.127 -6.344  -0.93
S: 2.549 2.803 -5.487  0.49
O: 2.300 2.036 -4.162  -0.53
C: 3.317 4.406 -5.037  -0.90
H: 4.186 2.632 -7.285  0.40
H: 3.686 1.098 -6.568  0.31
H: 4.771 2.128 -5.607  0.32
H: 3.102 4.645 -3.995  0.34
H: 3.100 5.192 -5.760  0.35
H: 4.403 4.347 -5.103  0.30
C: 2.636 -2.989 5.697  -0.92
S: 0.978 -3.438 5.154  0.51
O: 0.797 -2.644 3.846  -0.44
C: 1.284 -5.175 4.683  -0.78
H: 3.322 -2.812 4.869  0.34
H: 3.049 -3.700 6.413  0.37
H: 2.633 -2.037 6.228  0.32
H: 1.569 -5.240 3.633  0.26
H: 0.432 -5.761 5.027  0.33
H: 2.115 -5.488 5.315  0.32
C: -3.713 2.556 3.608  -0.92
S: -3.680 0.700 3.675  0.44
O: -2.573 0.451 2.616  -0.47
C: -2.961 0.623 5.415  -0.85
H: -3.879 2.923 2.595  0.29
H: -2.837 3.076 3.996  0.28
H: -4.558 2.944 4.178  0.41
H: -1.917 0.926 5.325  0.25
H: -3.013 -0.443 5.637  0.31
H: -3.426 1.206 6.210  0.37
C: -5.463 1.674 -3.561  -0.98
S: -4.674 0.341 -2.494  0.48
O: -3.560 1.076 -1.765  -0.53
C: -6.015 0.505 -1.354  -0.91
H: -4.724 1.917 -4.324  0.33
H: -5.593 2.630 -3.053  0.30
H: -6.428 1.306 -3.910  0.37
H: -6.976 0.362 -1.848  0.37
H: -6.009 1.414 -0.753  0.30
H: -5.873 -0.235 -0.568  0.29
C: 6.483 -2.059 -4.501  -0.85
S: 5.177 -3.071 -3.730  0.57
O: 4.041 -2.118 -3.362  -0.47
C: 4.770 -4.113 -5.163  -0.92
H: 7.375 -2.684 -4.549  0.37
H: 6.617 -1.211 -3.829  0.34
H: 6.046 -1.809 -5.468  0.28
H: 5.524 -4.888 -5.297  0.38
H: 4.507 -3.420 -5.963  0.33
H: 3.796 -4.575 -4.999  0.33
C: -5.069 -4.838 -0.736  -0.97
S: -3.543 -4.806 0.313  0.49
O: -2.720 -3.587 -0.137  -0.50
C: -4.385 -4.517 1.903  -0.89
H: -4.850 -4.569 -1.769  0.33
H: -5.800 -4.090 -0.429  0.30
H: -5.542 -5.800 -0.537  0.40
H: -5.129 -5.312 1.944  0.37
H: -4.984 -3.608 1.956  0.29
H: -3.743 -4.603 2.780  0.31
C: 2.450 4.708 3.653  -0.85
S: 2.393 3.111 4.578  0.51
O: 1.974 2.020 3.610  -0.43
C: 4.150 2.853 5.047  -0.92
H: 1.680 5.421 3.949  0.32
H: 2.401 4.482 2.588  0.32
H: 3.451 5.130 3.737  0.34
H: 4.681 2.852 4.095  0.35
H: 4.148 1.791 5.295  0.30
H: 4.767 3.454 5.715  0.38
C: -2.516 6.392 0.076  -0.89
S: -1.097 5.653 -0.919  0.46
O: -0.911 4.182 -0.561  -0.49
C: -2.102 5.550 -2.448  -0.81
H: -2.655 7.460 -0.093  0.37
H: -2.343 6.188 1.132  0.32
H: -3.395 5.823 -0.227  0.26
H: -1.602 5.093 -3.302  0.31
H: -2.397 6.581 -2.639  0.39
H: -3.012 4.977 -2.271  0.18